Density functional theory data (ωB97M-V/def2-TZVPD) for the molecule CH6N4 at a distorted geometry.

The geometry in XYZ format:
```
11
Properties=species:S:1:pos:R:3:forces:R:3
N -0.046964 0.640110 0.424840 -0.0543 5.5009 -0.1536
N -0.100239 -1.250241 -0.871439 1.2973 2.2811 0.8903
H 0.631297 -0.678084 -2.539576 0.8472 1.5967 1.6758
H -0.324625 -1.595664 1.022590 -0.5582 3.8821 -0.7545
C -0.246655 -0.595482 0.237955 -1.6603 -10.5059 1.7914
H -0.276617 1.183055 -0.479319 0.9379 -0.7918 1.8981
H 0.415290 0.919430 2.360117 -2.4650 1.3844 -2.1479
N -0.389447 1.268526 1.633110 1.0924 -2.0741 3.4936
N 0.620171 -0.202770 -1.569051 2.7915 -2.1692 -4.3806
H 1.698108 -0.214653 -1.138225 -3.4222 -0.0089 -1.6948
H -1.248175 0.769428 2.024459 1.1937 0.9046 -0.6178
```
Forces are in eV/Å.

Output
HOMO level   -0.297 Ha
Spin multiplicity   1
HOMO-LUMO gap   9.07 eV
Charge   0

***

Density functional theory data (ωB97M-V/def2-TZVPD) for a structure of composition CH6N4OS at a distorted geometry.

The geometry in XYZ format:
```
13
Properties=species:S:1:pos:R:3:forces:R:3
H -3.135237 -1.172963 0.539599 1.5492 -0.5219 -3.6480
N -0.003161 0.725390 0.814121 -0.0590 1.8388 3.2115
N 1.403749 1.006156 1.230551 -1.2067 -2.0720 0.1167
H 2.034789 -0.664325 0.471794 -1.5444 -1.1841 -2.7848
H -2.109018 0.916642 -0.371849 1.4421 -1.1169 -1.5076
H 0.241862 -1.076322 -1.653517 0.3303 -0.5785 -0.7721
S -2.439465 -1.240601 -1.118631 -0.9496 1.2534 3.9047
O 1.666988 -1.242465 -0.367613 1.7027 0.7207 2.9077
H 1.746898 1.555027 0.466246 0.7072 0.7979 0.3947
C -0.248793 0.123328 -0.253029 1.7776 -0.1167 -1.6607
N -1.493787 0.245325 -0.952312 -1.5100 0.3663 2.3025
H 1.580931 1.274774 2.256320 -1.1507 -0.0696 -2.7067
N 0.754243 -0.449965 -1.061680 -1.0889 0.6827 0.2422
```
Forces are in eV/Å.

Output
HOMO level   -0.317 Ha
Spin multiplicity   1
HOMO-LUMO gap   8.20 eV
Charge   0

***

Density functional theory data (ωB97M-V/def2-TZVPD) for the ion CH6N5OS with charge -1 at a distorted geometry.

The geometry in XYZ format:
```
14
Properties=species:S:1:pos:R:3:forces:R:3
H 0.478932 -1.329677 -0.432674 -0.2236 -2.1740 2.0821
N 0.453833 -0.540129 -0.973507 -1.6864 2.8956 -1.6982
S -3.453453 0.023155 -0.387883 -1.4173 0.8828 -0.7402
H -0.377835 0.973926 1.233104 0.3454 -0.3837 0.2451
H -1.002971 0.773925 -1.554029 -1.0251 0.6026 -0.7803
N -1.885935 -0.420304 -0.064972 -0.0413 -0.9343 0.6913
N 1.692518 0.169985 -0.678777 2.1297 0.7091 -2.8348
H -2.371309 -1.407562 1.583369 -1.2923 0.4455 -0.3180
O -0.742839 2.571889 0.265832 0.1235 -0.5814 -0.8319
H 1.762252 1.096764 -1.322947 -0.6623 -2.7620 1.7437
C -0.784210 0.323717 -0.626060 2.0879 -1.5569 -0.2682
N -0.369852 1.329568 0.284724 -0.4222 1.4668 1.8338
N -1.635207 -1.263181 0.927409 3.2975 -0.2038 -0.3492
H 2.382213 -0.483087 -1.218502 -1.2135 1.5937 1.2248
```
Forces are in eV/Å.

Output
HOMO level (spin up / spin down)   -0.079 / -0.118 Ha
Spin multiplicity   1
HOMO-LUMO gap (spin up / spin down)   6.07 / 7.21 eV
Charge   -1

***

Density functional theory data (ωB97M-V/def2-TZVPD) for a cluster of 2 separate species, CH6N5S in total at a distorted geometry.

The geometry in XYZ format:
```
13
Properties=species:S:1:pos:R:3:forces:R:3
H -2.708520 -2.715205 -0.766062 -0.1749 -0.2440 0.1257
C -2.132903 -0.789678 -1.200417 -0.5827 -1.1429 -0.9340
H 1.227709 -0.591480 -1.200884 -0.2063 0.1153 0.1645
H 0.694956 1.561028 2.120297 -0.2319 -0.2276 -0.2211
N 0.809783 0.339137 0.501554 -0.5951 0.1688 0.6351
H -0.884729 0.030517 1.343071 0.3386 0.4587 0.2075
N 1.629302 -0.000561 -0.485075 0.6499 -0.3319 -0.5229
N -0.289410 -0.213643 0.556516 0.7699 -0.8202 0.1889
N 1.286335 1.243111 1.367655 0.3838 0.4916 0.4606
S -1.842261 0.731944 -1.395638 -0.2873 1.2074 -0.3268
H 2.428561 0.574966 -0.707785 -0.2308 0.1200 0.2154
N -2.330639 -1.956904 -1.291502 0.2889 0.4394 0.3204
H 2.111816 1.786768 1.158271 -0.1220 -0.2345 -0.3133
```
Forces are in eV/Å.

Output
HOMO level (spin up / spin down)   -0.471 / -0.471 Ha
Spin multiplicity   1
HOMO-LUMO gap (spin up / spin down)   8.38 / 8.38 eV
Charge   +1

***

Density functional theory data (ωB97M-V/def2-TZVPD) for a cluster of 2 separate species, CH6N5S in total at a distorted geometry.

The geometry in XYZ format:
```
13
Properties=species:S:1:pos:R:3:forces:R:3
H -0.855701 -0.646455 -1.348869 0.7093 -0.9048 2.3987
H 1.762309 0.699350 1.592257 -1.6739 -0.5777 -1.1135
S -1.238311 -2.246090 0.666666 -0.7222 -0.3068 -0.1378
N 0.995940 -1.432604 -0.466547 -1.2324 -2.2600 -3.2037
N 1.141194 0.198699 0.892596 4.1874 -1.4692 0.5833
C -0.314612 -0.945966 -0.318072 0.7280 3.4591 0.9024
H -0.625614 -3.165789 -0.093284 -0.0296 -0.4997 -0.0321
H -1.432218 1.492439 -0.344500 0.9756 1.3024 0.1959
H -0.487692 2.753849 0.138158 0.0398 3.9802 1.8725
H -0.172564 1.923346 -1.236255 1.0836 0.8019 -2.2811
N 1.821823 -0.811727 0.156075 1.3432 2.5481 2.4444
N -0.101776 0.234973 0.690043 -2.4268 -2.4070 0.0025
N -0.492780 1.945975 -0.328268 -2.9819 -3.6668 -1.6316
```
Forces are in eV/Å.

Output
HOMO level (spin up / spin down)   -0.420 / -0.483 Ha
Spin multiplicity   3
HOMO-LUMO gap (spin up / spin down)   7.12 / 4.03 eV
Charge   +1

***

Density functional theory data (ωB97M-V/def2-TZVPD) for a cluster of 2 separate species, CH6NO in total at a distorted geometry.

The geometry in XYZ format:
```
9
Properties=species:S:1:pos:R:3:forces:R:3
C -0.416631 0.797746 -1.548656 0.8155 -0.5390 0.3420
H 0.867118 -1.974151 1.126780 -0.0788 0.0357 0.0674
H -1.056461 0.249412 -2.261946 -0.0045 0.4687 0.0039
N 0.677849 -1.027026 1.459450 -0.7606 -0.3357 1.0751
H -0.054362 -0.561383 0.872902 0.8664 0.3468 -0.4080
H 1.559737 -0.534368 1.602602 -0.1335 0.3627 -0.6029
O -0.471944 0.557187 -0.361399 -0.2643 -0.0334 -0.0816
H 0.246306 -1.061304 2.390224 0.1370 -0.4247 -0.0059
H 0.408070 1.453547 -1.882950 -0.5772 0.1189 -0.3899
```
Forces are in eV/Å.

Output
HOMO level   -0.551 Ha
Spin multiplicity   1
HOMO-LUMO gap   11.04 eV
Charge   +1

***

Density functional theory data (ωB97M-V/def2-TZVPD) for the ion CH6NO2 with charge +1 at a distorted geometry.

The geometry in XYZ format:
```
10
Properties=species:S:1:pos:R:3:forces:R:3
O 0.083238 1.430281 -0.245283 -1.4748 -1.6379 1.0235
O 1.099253 -0.594874 -0.804861 3.8745 -0.5419 1.8712
H 0.828826 1.746142 -0.690222 1.9407 1.3448 -1.2378
C 0.000389 0.082784 -0.542849 -1.8597 -0.3640 -0.8835
N -0.699857 -0.438787 0.822310 -4.5312 -0.2792 -4.0490
H -1.324907 0.418372 0.984465 1.1244 -1.6999 0.7938
H -0.618766 -0.182059 -1.463346 -0.1140 0.6195 1.5745
H 0.066939 -0.591076 1.396159 1.3054 -0.1952 2.1847
H 1.904448 -0.507456 -0.139242 -2.3457 0.0426 -1.7724
H -1.339563 -1.363327 0.682868 2.0804 2.7113 0.4952
```
Forces are in eV/Å.

Output
HOMO level   -0.622 Ha
Spin multiplicity   1
HOMO-LUMO gap   12.92 eV
Charge   +1

***

Density functional theory data (ωB97M-V/def2-TZVPD) for the molecule CH6NO2P at a distorted geometry.

The geometry in XYZ format:
```
11
Properties=species:S:1:pos:R:3:forces:R:3
P 0.376708 -0.139707 -0.084442 -1.0442 -0.9825 -1.0383
H -1.537567 1.529876 0.802271 1.5268 0.3102 -0.8180
O 1.805609 0.129405 -0.123654 1.2595 0.6738 0.4255
H -0.630383 -1.905289 0.996991 -3.6998 -0.7159 0.7900
C -0.627114 1.667767 0.108843 -2.8673 -5.3266 1.6518
H 0.711038 -0.946176 -1.838697 -0.4337 -0.3320 -0.7583
H -1.036928 1.895720 -0.834761 0.1340 0.2445 -1.2576
H 0.778809 -2.043282 1.425298 1.1425 0.4543 0.2278
N 0.235366 -1.865866 0.598183 1.4875 3.1516 -1.1405
O -0.156697 -0.587741 -1.571001 0.4579 0.6737 0.9606
H 0.081159 2.265292 0.520969 2.0367 1.8489 0.9570
```
Forces are in eV/Å.

Output
HOMO level   -0.378 Ha
Spin multiplicity   1
HOMO-LUMO gap   10.48 eV
Charge   0

***

Density functional theory data (ωB97M-V/def2-TZVPD) for a cluster of 2 separate species, CH6NO3 in total.

The geometry in XYZ format:
```
11
Properties=species:S:1:pos:R:3:forces:R:3
O 1.163666 -0.196542 -1.235920 0.0175 -0.0190 -0.3148
H -1.760161 -1.332294 -0.454806 -0.1904 0.0187 0.0492
C 0.775419 0.027622 -0.029174 0.2588 0.5559 0.5942
H 0.435611 1.961317 -0.436920 0.0651 -0.1365 0.0925
O -1.572102 -0.442598 -0.133291 -0.3081 -0.3453 -0.0861
H 0.105130 1.515926 1.199538 0.0762 -0.1627 -0.0744
H 1.431405 -1.116558 -1.413523 -0.0949 0.1364 0.2517
N 0.478236 1.263166 0.296129 0.1689 0.1859 -0.2349
O 0.843695 -0.948535 0.814983 0.1842 -0.4241 -0.0586
H -2.371385 0.064163 -0.304225 -0.1307 0.0167 -0.0650
H 0.470488 -0.795667 1.697214 -0.0467 0.1740 -0.1539
```
Forces are in eV/Å.

Output
HOMO level   -0.602 Ha
Spin multiplicity   1
HOMO-LUMO gap   12.77 eV
Charge   +1

***

Density functional theory data (ωB97M-V/def2-TZVPD) for a cluster of 2 separate species, CH6NOP in total at a distorted geometry.

The geometry in XYZ format:
```
10
Properties=species:S:1:pos:R:3:forces:R:3
H -0.589550 1.406298 -2.575979 -3.5453 1.9844 -2.9361
H -0.396700 -2.528544 1.662907 -1.0000 -0.1692 -0.0673
N 0.010323 1.066531 -1.964980 2.7885 0.4454 2.6323
H 0.382422 0.235933 -2.249539 1.0901 -2.4978 -0.5846
H -1.206042 -0.782418 1.093014 -0.1354 -0.9544 0.7415
P 1.131981 -0.922486 1.101396 -1.2132 0.4662 0.6257
H -0.152583 1.145617 -0.997062 -0.3295 0.0937 0.7399
H 0.375290 1.162156 1.618751 0.0495 -0.4428 -0.1563
O 0.855742 0.700659 0.916327 0.5080 0.3000 -0.1508
C -0.410883 -1.483745 1.395165 1.7873 0.7746 -0.8442
```
Forces are in eV/Å.

Output
HOMO level   -0.342 Ha
Spin multiplicity   1
HOMO-LUMO gap   9.52 eV
Charge   0

***

Please write out number 3 again, unchanged.
Density functional theory data (ωB97M-V/def2-TZVPD) for the ion CH6N5OS with charge -1 at a distorted geometry.

The geometry in XYZ format:
```
14
Properties=species:S:1:pos:R:3:forces:R:3
H 0.478932 -1.329677 -0.432674 -0.2236 -2.1740 2.0821
N 0.453833 -0.540129 -0.973507 -1.6864 2.8956 -1.6982
S -3.453453 0.023155 -0.387883 -1.4173 0.8828 -0.7402
H -0.377835 0.973926 1.233104 0.3454 -0.3837 0.2451
H -1.002971 0.773925 -1.554029 -1.0251 0.6026 -0.7803
N -1.885935 -0.420304 -0.064972 -0.0413 -0.9343 0.6913
N 1.692518 0.169985 -0.678777 2.1297 0.7091 -2.8348
H -2.371309 -1.407562 1.583369 -1.2923 0.4455 -0.3180
O -0.742839 2.571889 0.265832 0.1235 -0.5814 -0.8319
H 1.762252 1.096764 -1.322947 -0.6623 -2.7620 1.7437
C -0.784210 0.323717 -0.626060 2.0879 -1.5569 -0.2682
N -0.369852 1.329568 0.284724 -0.4222 1.4668 1.8338
N -1.635207 -1.263181 0.927409 3.2975 -0.2038 -0.3492
H 2.382213 -0.483087 -1.218502 -1.2135 1.5937 1.2248
```
Forces are in eV/Å.

Output
HOMO level (spin up / spin down)   -0.079 / -0.118 Ha
Spin multiplicity   1
HOMO-LUMO gap (spin up / spin down)   6.07 / 7.21 eV
Charge   -1